No. 1
Entry from the Open Molecules 2025 dataset: an isolated ion of composition C3H4Cl2N3 and charge +1 (the ωB97M-V functional and the def2-TZVPD basis).

Summary:
energy relative to the best compared isomer or geometry (same formula, charge and spin)	83.8	kcal per mole
charge	+1
SMILES	ClC1=N[N@H+](Cl)CC=N1
maximum force	0.095	hartree/bohr
spin multiplicity	1
Kohn-Sham gap (spin up / spin down)	8.36 / 8.36	eV
calculated total energy	-1200.94424	hartree

Positions of all 12 atoms, in Å:
Cl  1.31777  1.52667  -1.96081
Cl  0.34167  -3.35668  -0.29027
N  -0.01381  0.44175  -1.01217
N  0.37208  -0.88369  -1.08164
N  -0.20489  -1.27257  1.16759
C  -0.35668  -0.03611  1.36186
C  0.17367  -1.73012  -0.04501
C  -0.19079  1.03262  0.28665
H  -0.39282  0.40696  2.35330
H  -0.89034  0.45449  -1.67876
H  -0.83834  1.78556  0.23521
H  0.68247  1.63111  0.66405

No. 2
Entry from the Open Molecules 2025 dataset: C3H4Cl2O as an isolated structure (the ωB97M-V functional and the def2-TZVPD basis).

Summary:
energy relative to the best compared isomer or geometry (same formula, charge and spin)	84.8	kcal per mole
charge	0
maximum force	0.095	hartree/bohr
spin multiplicity	1
Kohn-Sham gap	9.75	eV
calculated total energy	-1112.20344	hartree

Positions of all 10 atoms, in Å:
Cl  1.97479  -1.13429  -0.65834
Cl  -0.35685  -1.82313  0.78592
O  -1.25740  -0.11763  -1.37839
C  1.04853  0.40502  -0.03232
C  -0.11728  0.01011  0.83575
C  -0.52553  0.61913  -0.54133
H  -0.75165  1.62500  -0.54616
H  1.46978  1.29766  0.49061
H  -0.23437  0.31853  1.80049
H  -1.25002  -1.20040  -0.75623